Entry P
16
Properties=species:S:1:pos:R:3 method="wB97M-V/def2-TZVPD" gap_ev=9.9826 homo_ev=-8.93 spin_multiplicity=1
C -0.9261 -1.4663 0.0653
C 0.1810 -0.6100 -0.4786
C 0.2868 0.9046 -0.3992
C -0.8523 1.5016 0.1767
C 1.1744 -0.1465 0.4840
H -1.3319 -1.9094 -1.0719
H -0.5903 -2.4755 0.5827
H -1.5962 -0.8239 0.7660
H 0.6686 -1.5094 -1.2128
H 0.7834 1.3839 -1.3147
H -1.3227 2.0677 -0.9830
H -1.8379 0.7627 0.5468
H -0.7931 2.3801 0.9895
H 0.7983 -0.6836 1.6246
H 2.8634 0.6665 0.2704
O 2.4947 -0.0424 -0.0459

Entry Q
16
Properties=species:S:1:pos:R:3 method="wB97M-V/def2-TZVPD" gap_ev=10.2631 homo_ev=-9.22 spin_multiplicity=1
O 1.5724 0.4416 0.6726
C -0.2514 -1.2281 0.5731
C -0.0138 -1.7229 -0.6415
C 0.9056 1.1522 -0.3700
C -0.6466 1.1141 -0.2393
C -1.0446 0.0442 0.7877
H 1.8213 -0.4311 0.3514
H 0.1672 -1.7034 1.4601
H 0.6580 -2.5597 -0.8103
H -0.5178 -1.3142 -1.5123
H 1.1968 0.8029 -1.3730
H 1.2824 2.1670 -0.2567
H -1.0309 2.0977 0.0640
H -1.1194 0.8971 -1.2084
H -0.8708 0.4422 1.7929
H -2.1084 -0.1996 0.7097

The structure with the greatest stability is entry Q.

Entry P
16
Properties=species:S:1:pos:R:3 method="wB97M-V/def2-TZVPD" gap_ev=9.5792 homo_ev=-9.00 spin_multiplicity=1
C -1.0239 1.3740 -0.5883
C -0.3503 0.9057 0.6824
C 0.0040 -0.5371 0.9853
C -0.2814 -1.6869 0.0440
C 1.0765 0.4584 0.6562
O 1.7437 0.2605 -1.1102
H -0.5959 0.8733 -1.4580
H -0.8583 2.4495 -0.7154
H -2.1029 1.1944 -0.5545
H -0.6335 1.4881 1.5657
H -0.0701 -0.8150 2.0410
H 0.4549 -2.4873 0.1892
H -1.2741 -2.1082 0.2287
H -0.2305 -1.3628 -0.9973
H 2.0872 0.6535 0.1302
H 2.0545 -0.6600 -1.0991

Entry Q
16
Properties=species:S:1:pos:R:3 method="wB97M-V/def2-TZVPD" gap_ev=10.2234 homo_ev=-9.23 spin_multiplicity=1
C 1.9031 -0.7750 0.1433
C 0.3827 1.0825 -0.4390
C 0.9358 0.2572 0.6144
O 0.6464 0.4203 1.7903
C -0.8494 -0.2438 -0.5231
C -2.0781 0.0189 0.2856
H 1.7060 -1.1859 -0.8454
H 2.8678 -0.2757 0.0922
H 1.9664 -1.5644 0.8731
H 0.8285 1.1013 -1.4382
H 0.2939 2.1405 -0.0852
H -0.5819 -1.3204 -0.3321
H -1.0416 -0.1924 -1.5731
H -2.3446 1.0516 0.1193
H -2.9068 -0.6356 -0.0133
H -1.8735 -0.1247 1.3434

The structure with the greatest stability is entry Q.

Entry P
22
Properties=species:S:1:pos:R:3 method="wB97M-V/def2-TZVPD" gap_ev=8.6579 homo_ev=-8.01 spin_multiplicity=1
C -0.3886 2.2141 -0.6638
C -0.4205 2.7544 0.7745
N 0.7652 2.4506 1.5705
C 0.7823 1.2428 2.3723
C 2.1537 0.7126 2.6921
H 0.5562 2.4244 -1.1572
H -1.1236 2.8249 -1.1961
H -0.7554 1.1899 -0.6003
H -0.2924 3.8361 0.6578
H -1.3086 2.5216 1.3297
H 1.6161 2.5405 1.0385
H 0.3366 1.3633 3.3651
H 0.1125 0.4951 1.9133
H 2.8811 0.2792 2.0133
H 2.6845 1.2759 3.4752
H 2.0388 -0.1161 3.4127
H -0.1902 -5.9966 -3.7333
H -0.8947 -4.6891 -4.1869
O -0.8292 -5.3268 -3.4702
H -2.5465 -2.5724 -2.2122
H -1.1695 -3.0627 -2.0448
O -1.6776 -2.2440 -1.9770

Entry Q
22
Properties=species:S:1:pos:R:3 method="wB97M-V/def2-TZVPD" gap_ev=8.5622 homo_ev=-7.84 spin_multiplicity=1
C 1.0363 1.5604 -0.6004
C 0.2474 0.5690 -1.4664
N 0.7981 -0.7704 -1.3504
C 0.8810 -1.2194 -0.0021
C 0.3315 -1.8585 -2.3031
H 0.3657 2.2981 -0.1349
H 1.6502 1.2906 0.2902
H 1.8142 2.2807 -1.0940
H 0.1298 1.1064 -2.4556
H -0.7114 0.2706 -0.9307
H 1.5824 -0.6775 0.6517
H 1.2048 -2.3419 -0.0119
H -0.1566 -1.2232 0.4163
H -0.7531 -1.7922 -2.4472
H 0.8560 -1.4109 -3.1248
H 0.6440 -2.8070 -1.8826
H 2.6641 -1.1730 4.4240
H 2.9823 -0.5034 3.0912
O 3.2361 -1.2744 3.6377
H -5.3438 3.2863 1.0868
H -6.4553 2.4554 1.6584
O -5.8657 2.5275 0.8807

The structure with the greatest stability is entry P.

Entry P
13
Properties=species:S:1:pos:R:3 method="wB97M-V/def2-TZVPD" gap_ev=8.4419 homo_ev=-7.95 spin_multiplicity=1
C -1.1027 -0.9153 0.2295
C 2.0315 0.4853 0.3250
C -1.3052 0.4221 -0.0719
O 0.8732 0.3481 -0.4651
O -1.8190 -1.9336 -0.4038
N -1.8364 1.4806 -0.2729
H -1.8240 -2.0164 -1.3595
H -1.3679 2.3332 -0.5467
H -0.9561 -1.1232 1.2896
H 0.2472 -0.6646 -0.3663
H 2.9305 0.2122 -0.2400
H 1.9935 -0.1509 1.2208
H 2.1354 1.5225 0.6612

Entry Q
13
Properties=species:S:1:pos:R:3 method="wB97M-V/def2-TZVPD" gap_ev=10.6841 homo_ev=-9.81 spin_multiplicity=1
C -0.8095 1.5811 0.3077
C -0.3694 0.1510 0.0879
N -1.2195 -0.7706 -0.1771
O -0.5839 -2.0774 -0.2054
C 1.1241 -0.0825 0.2128
O 1.6112 -0.9933 -0.7278
H -1.8861 1.7191 0.4262
H -0.3111 1.9708 1.2065
H -0.4621 2.2075 -0.5245
H -0.9322 -2.5159 -0.9984
H 1.3020 -0.4051 1.2530
H 1.6466 0.8720 0.0781
H 0.9763 -1.7342 -0.6363

The structure with the greatest stability is entry Q.

Entry P
13
Properties=species:S:1:pos:R:3 method="wB97M-V/def2-TZVPD" gap_ev=9.8976 homo_ev=-9.75 spin_multiplicity=1
C 1.4924 -0.3156 0.0275
C 0.0839 0.1694 -0.1450
O -0.4099 0.5006 -1.2019
C -0.7908 0.2056 1.1251
O -0.3427 -0.0984 2.2145
N -2.0641 0.5640 0.8511
H 1.5066 -1.1382 0.7438
H 1.9048 -0.6248 -0.9336
H 0.4723 -1.8147 -2.5673
H 2.1029 0.4938 0.4394
H 0.1476 -1.1497 -2.4992
H -2.3092 0.8135 -0.0947
H -2.7163 0.7258 1.6004

Entry Q
13
Properties=species:S:1:pos:R:3 method="wB97M-V/def2-TZVPD" gap_ev=10.0714 homo_ev=-9.14 spin_multiplicity=1
N -1.0005 1.3737 1.2744
C -0.3995 0.7849 0.1981
O -1.1294 0.4059 -0.7237
C 1.0279 0.4666 0.1922
C 0.5751 -1.2493 -0.8847
O -0.4965 -2.0333 -0.6065
H -0.4976 1.6925 2.0835
H -1.9581 1.0844 1.4028
H 1.5684 0.7894 1.1217
H 1.6198 0.8187 -0.6450
H 0.5118 -0.8226 -1.8954
H 1.4777 -1.7580 -0.6325
H -1.2992 -1.5529 -0.8849

Entry R
13
Properties=species:S:1:pos:R:3 method="wB97M-V/def2-TZVPD" gap_ev=10.4302 homo_ev=-9.71 spin_multiplicity=1
N -0.8801 -1.0543 -1.1926
C -0.9343 0.3046 -1.0871
O -1.5927 1.0032 -1.8365
C -0.0990 0.8893 0.0440
C 1.2015 0.1419 0.3558
O 1.0014 -0.9221 1.2755
H -0.4890 -1.6131 -0.4470
H -1.5005 -1.4874 -1.8593
H -0.7208 0.8790 0.9496
H 0.0847 1.9375 -0.2044
H 1.6046 -0.3307 -0.5438
H 1.9638 0.8430 0.7224
H 0.8170 -0.5213 2.1362

Entry S
13
Properties=species:S:1:pos:R:3 method="wB97M-V/def2-TZVPD" gap_ev=10.3812 homo_ev=-9.72 spin_multiplicity=1
C -0.8823 1.4224 0.4034
C -0.2452 0.2458 -0.2705
N -1.1359 -0.5567 -0.7196
O -0.7067 -1.9180 -0.5333
C 1.2159 -0.0539 0.0028
O 1.7866 -1.0904 -0.7371
H -1.7815 1.7394 -0.1279
H -1.2266 0.9482 1.3323
H -0.2277 2.2509 0.6697
H -0.9236 -1.9584 0.4136
H 1.3173 -0.2002 1.0948
H 1.7919 0.8506 -0.2317
H 1.1471 -1.8210 -0.7081

The structure with the greatest stability is entry R.

Entry P
24
Properties=species:S:1:pos:R:3 method="wB97M-V/def2-TZVPD" gap_ev="10.1157 / 6.9837" charge=+1 homo_ev="-14.11 / -14.61" spin_multiplicity=2
C 2.2161 -0.4604 1.2425
C -1.2719 1.7611 0.6612
C -1.0739 1.0273 1.8503
C -0.4245 1.6129 -0.4429
C 0.0745 0.2930 2.1050
C 0.7163 0.8686 -0.2503
C 0.9340 0.2360 0.9805
O -1.9896 2.8990 0.7729
H -1.7299 1.1704 2.7036
H -2.6263 2.7162 1.4854
H -0.3864 2.2811 -1.2653
H 0.2481 0.0207 3.1168
H 1.4777 0.7248 -1.0286
H 3.1217 0.2053 1.2505
H 2.3892 -1.2679 0.5534
H 2.3152 -0.8395 2.3128
C -0.5148 -1.2014 -2.6009
C -0.5735 -2.1083 -1.3804
H -0.2853 -1.8361 -3.4824
H -1.4349 -0.6589 -2.8797
H 0.3135 -0.4842 -2.5849
H 0.3314 -2.7444 -1.4079
H -0.3865 -1.4865 -0.5027
H -1.4403 -2.7288 -1.2089

Entry Q
24
Properties=species:S:1:pos:R:3 method="wB97M-V/def2-TZVPD" gap_ev="10.1766 / 7.0352" charge=+1 homo_ev="-14.06 / -14.62" spin_multiplicity=2
C -3.0290 -0.8619 -0.8982
C -1.1927 -1.2120 0.7695
C -1.5665 -0.9031 -0.5722
C 0.1375 -1.3553 1.1008
C -0.5894 -0.8763 -1.5769
C 1.1001 -1.4713 0.0229
C 0.7380 -1.1143 -1.2667
O 2.3218 -1.6819 0.4412
H -1.8715 -0.9824 1.5572
H 0.5919 -1.5213 2.0655
H -3.6202 -1.5521 -0.2656
H -3.2781 -1.2436 -1.8786
H -0.7747 -0.5910 -2.6085
H 1.3857 -1.4459 -2.0755
H 2.9625 -1.2975 -0.1851
H -3.3713 0.0895 -0.4996
C 1.4998 1.8822 0.1347
C 0.9565 2.5844 1.3566
H 1.5135 2.5582 -0.7090
H 2.5669 1.5480 0.1821
H 0.9703 1.0016 -0.1741
H 0.9916 2.0002 2.2557
H -0.0553 2.9751 1.1630
H 1.6129 3.4708 1.6607

The structure with the greatest stability is entry Q.

Entry P
21
Properties=species:S:1:pos:R:3 method="wB97M-V/def2-TZVPD" gap_ev=11.1938 charge=+1 homo_ev=-14.80 spin_multiplicity=1
N 0.5977 0.6746 1.7296
C 0.3474 0.5051 0.3032
C -0.8577 -0.0934 -0.3851
C -0.8377 -1.6135 -0.3435
C -2.2033 0.4829 0.0468
C 1.7228 0.2897 -0.3062
N 1.8565 -0.2597 -1.5795
O 2.6376 0.6329 0.3859
H 1.6685 0.7464 1.7238
H 0.2159 1.5676 2.0434
H 0.1803 -0.0804 2.2973
H 0.7899 1.3609 -0.3825
H -0.7065 0.2385 -1.4150
H -1.5307 -2.0836 -1.0293
H 0.1489 -2.0594 -0.4339
H -1.1864 -1.9024 0.6576
H -2.2302 1.5496 -0.1914
H -2.3700 0.4053 1.1253
H -3.0204 0.0121 -0.4715
H 2.0878 0.4873 -2.2383
H 2.6897 -0.8605 -1.5367

Entry Q
21
Properties=species:S:1:pos:R:3 method="wB97M-V/def2-TZVPD" gap_ev=5.1865 charge=+1 homo_ev=-13.57 spin_multiplicity=1
C -2.0241 -0.9325 0.6315
C -1.3272 0.4165 1.0296
C 0.0865 -0.0669 1.2747
C 1.3280 0.5890 0.3833
C 2.0160 -0.4374 -0.5180
N 3.1221 0.0230 -1.1788
O 1.6822 -1.5984 -0.6704
N -1.2761 0.7020 -1.5599
H -1.6242 -1.4579 -0.2453
H -1.7153 -1.5865 1.4625
H -3.1220 -0.9019 0.5274
H -1.3023 0.7564 -0.1778
H 0.3691 -1.1078 0.9959
H 0.4109 -0.1268 2.2904
H 1.9669 1.2831 0.9036
H 0.7044 1.1191 -0.3526
H 3.1179 1.0210 -1.3285
H 3.2671 -0.5453 -1.9977
H -1.7561 1.0065 1.8720
H -1.6884 1.6723 -1.7013
H -2.2353 0.1727 -1.6403

The structure with the greatest stability is entry P.